No. 1
CH6N5 | wB97M-V/def2-TZVPD

Element x y z (Å)
C1 0.682 1.151 0.481
N1 1.814 0.806 -0.314
N2 1.876 -0.416 -0.556
N3 0.813 -0.990 0.165
N4 -0.012 -0.150 0.680
N5 -1.635 -0.386 -0.481
H1 1.208 1.429 1.459
H2 0.196 2.012 0.145
H3 0.627 -2.012 0.344
H4 -1.850 0.431 -0.988
H5 -2.292 -0.600 0.253
H6 -1.427 -1.275 -1.187

Forces on atoms 1 to 6 (eV/Å):
C 1.878 -1.996 2.885
N 0.487 -0.375 -1.605
N -0.031 0.047 1.564
N 0.329 -3.196 -0.990
N 0.592 3.555 0.941
N -0.685 -4.789 -2.571

The calculation puts the LUMO energy (alpha / beta) at -3.83 / -7.94 eV. The energy above the lowest of the compared OMol25 structures with the same formula, charge and spin comes out at 167.8 kJ/mol. Its expectation value of S² is 2.020. For the HOMO energy (alpha / beta), the calculation gives -12.61 / -15.59 eV. Its spin multiplicity is 3. As for the total charge: +1.

Löwdin atomic charge list, values in e, 4 entries: -0.165, 0.047, 0.095, -0.042



No. 2
CH6NO | wB97M-V/def2-TZVPD

Element x y z (Å)
C1 -0.427 -0.089 0.660
N1 0.605 0.577 -0.646
O1 -1.131 -1.054 0.209
H1 0.373 -0.359 1.536
H2 -1.007 0.710 0.972
H3 1.556 0.108 -0.513
H4 -0.143 0.399 -1.363
H5 0.864 1.587 -0.757
H6 -0.689 -1.880 -0.097

Forces on atoms 1 to 6 (eV/Å):
C 5.242 0.171 3.008
N -0.460 0.258 1.169
O -1.250 -2.150 -2.134
H -1.602 0.650 -2.370
H -1.114 1.657 0.264
H -1.994 0.023 -1.320

Its structure (SMILES) is [NH3+]CO. The calculation puts the LUMO energy at -4.03 eV. The energy above the lowest of the compared OMol25 structures with the same formula, charge and spin comes out at 128.7 kJ/mol. For the HOMO energy, the calculation gives -17.10 eV. As for the total charge: +1.

Löwdin atomic charge list, values in e, 4 entries: -0.178, 0.164, 0.070, 0.190